Below is a single C2H2BrNO2 molecule, with properties calculated with the ωB97M-V functional and the def2-TZVPD basis.

Lowest unoccupied orbital energy = -1.0 eV
Calculated total energy = -2856.5085 hartree
Frontier orbital gap = 9.20 eV
E_HOMO = -10.1863 eV
Spin multiplicity = 1
Energy above the lowest of the compared OMol25 structures with the same formula, charge and spin = 364.7 kJ/mol

Geometry as XYZ:
```
8
Properties=species:S:1:pos:R:3:forces:R:3:lowdin_charge:R:1
H -1.572 -0.237 -0.260 -0.450 -0.108 0.253 0.069
Br 1.776 1.501 0.017 0.548 1.462 0.253 0.875
H -1.661 1.537 0.091 0.384 0.971 -0.217 0.071
C -1.053 0.675 -0.048 2.358 -0.798 0.207 0.084
C 0.290 0.461 0.068 -2.167 0.536 -0.366 -0.732
N 0.682 -0.952 0.071 -0.509 -1.391 -1.075 -0.430
O 1.815 -1.312 -0.241 -1.418 0.464 0.715 0.023
O -0.277 -1.673 0.302 1.255 -1.137 0.230 0.040
```
Forces are in eV/Å.